[1]
Entry from OMol25: a structure of composition C44H58N4O6P2STi (the ωB97M-V functional and the def2-TZVPD basis).

CARTESIAN COORDINATES (ANGSTROEM)
Ti: -0.055683 0.351415 0.426038
C: -5.291687 -1.205284 1.444255
C: -4.041983 -0.339571 1.633358
C: -4.031825 0.263116 3.037877
C: -2.806186 -1.161718 1.336726
C: -1.953593 -1.622370 2.334682
C: -0.936621 -2.527874 2.050662
C: -0.716529 -2.982708 0.758096
C: 0.361364 -3.985134 0.450969
C: -1.532813 -2.481708 -0.257327
C: -2.563612 -1.594074 0.029197
H: -6.192688 -0.632061 1.677932
H: -5.254317 -2.072890 2.109654
H: -5.377535 -1.569381 0.418694
H: -4.078840 0.474594 0.907547
H: -4.221569 -0.504439 3.796255
H: -4.819896 1.015487 3.127396
H: -3.074440 0.741454 3.258237
H: -2.114219 -1.326620 3.363127
H: -0.315046 -2.900314 2.857908
H: 0.036335 -4.676276 -0.327810
H: 0.629284 -4.558292 1.339281
H: 1.262830 -3.475926 0.094989
H: -1.404433 -2.847662 -1.270369
H: -3.228300 -1.277256 -0.766889
O: -3.349252 1.919491 -0.898421
C: -2.331412 1.476722 -1.370662
O: -1.407216 0.883822 -0.633384
C: -2.017035 1.584533 -2.836269
C: -2.924644 2.346029 -3.573219
C: -2.713690 2.597488 -4.913795
C: -1.583663 2.079512 -5.533602
C: -0.697949 1.293497 -4.818094
C: -0.888105 1.021610 -3.459733
P: 0.328306 -0.107225 -2.607610
C: 1.843850 0.471725 -3.477725
C: 2.182118 1.816496 -3.310981
C: 3.326173 2.339243 -3.891326
C: 4.164485 1.517457 -4.635927
C: 3.842165 0.178627 -4.797454
C: 2.685549 -0.339902 -4.227143
C: -0.079839 -1.697928 -3.428926
C: 0.752256 -2.786882 -3.130332
C: 0.427288 -4.064149 -3.561900
C: -0.748892 -4.283271 -4.270182
C: -1.592063 -3.218470 -4.546001
C: -1.261819 -1.932369 -4.127504
H: -3.791119 2.741168 -3.059895
H: -3.417397 3.201710 -5.472711
H: -1.394554 2.280760 -6.581924
H: 0.163936 0.876508 -5.322718
H: 1.540264 2.462330 -2.722822
H: 3.569418 3.387599 -3.760373
H: 5.060137 1.920494 -5.091752
H: 4.496903 -0.472234 -5.364737
H: 2.440853 -1.383365 -4.381595
H: 1.643790 -2.619628 -2.534281
H: 1.083309 -4.894702 -3.330761
H: -1.009931 -5.282204 -4.599051
H: -2.516950 -3.386341 -5.085163
H: -1.935787 -1.114458 -4.346660
O: 2.762307 -0.895990 -0.946976
S: 2.380142 -0.124544 0.199736
O: 3.422365 0.302091 1.074084
O: 1.260712 -0.866571 0.956032
O: 1.508843 1.113793 -0.228008
N: -0.383465 1.191915 1.958852
P: -0.205061 2.523219 2.790640
N: -0.582295 2.184865 4.367544
C: -0.066598 0.936644 4.956191
C: -1.132123 0.284600 5.829813
C: -1.655186 1.267489 6.876262
C: -2.155437 2.542800 6.199428
C: -1.038094 3.154199 5.363713
N: 1.247621 3.319317 2.766453
C: 1.846292 3.731428 4.055296
C: 3.058218 4.636356 3.816795
C: 2.763453 5.580050 2.654650
C: 2.655532 4.763068 1.356625
C: 2.207842 3.327539 1.655217
N: -1.283538 3.726668 2.372145
C: -2.724200 3.422304 2.498212
C: -3.545116 4.688168 2.149994
C: -2.650106 5.926112 2.119377
C: -1.572541 5.765888 1.039838
C: -1.059163 4.315395 1.035969
H: 0.821142 1.148365 5.566909
H: 0.227471 0.269059 4.151241
H: -0.713999 -0.601296 6.312537
H: -1.960547 -0.038562 5.191515
H: -0.843964 1.525362 7.567689
H: -2.451802 0.808923 7.464785
H: -2.500196 3.265917 6.941316
H: -2.998252 2.299151 5.544257
H: -0.214496 3.428194 6.034211
H: -1.372725 4.058871 4.855810
H: 2.136362 2.867996 4.661012
H: 1.113361 4.308485 4.612947
H: 3.946529 4.039679 3.592112
H: 3.260494 5.185178 4.737196
H: 3.532081 6.349572 2.565404
H: 1.813767 6.088024 2.856371
H: 3.624327 4.714641 0.851646
H: 1.956823 5.249085 0.670726
H: 3.066055 2.700786 1.901141
H: 1.762163 2.883264 0.774727
H: -2.929105 3.089877 3.513914
H: -2.996614 2.610021 1.816402
H: -4.349239 4.819256 2.874774
H: -4.009741 4.558772 1.168749
H: -2.170546 6.046800 3.093632
H: -3.242181 6.824112 1.935317
H: -0.753392 6.467137 1.215415
H: -1.997530 5.992357 0.057520
H: -0.008189 4.268797 0.768393
H: -1.614402 3.730246 0.295968

Atomic forces in eV per Å
-2.034 0.491 1.801
-0.046 0.005 -0.013
0.085 0.069 0.160
-0.020 0.007 -0.036
-0.098 -0.206 -0.064
-0.051 -0.272 -0.016
-0.064 -0.034 0.094
-0.018 -0.143 -0.058
0.064 0.149 -0.024
-0.154 -0.084 0.039
0.031 -0.270 0.195
0.030 -0.026 -0.022
-0.018 0.036 -0.027
0.003 0.002 0.042
0.038 0.068 -0.038
0.037 0.038 -0.026
0.025 -0.042 0.013
-0.064 -0.013 0.000
0.057 0.059 -0.039
0.020 0.049 -0.034
0.017 0.003 0.005
-0.006 0.018 -0.028
-0.043 -0.022 0.024
0.041 0.080 -0.011
0.049 0.094 -0.028
-0.213 0.054 0.132
0.381 -0.288 0.028
-1.394 1.033 -1.211
0.169 -0.053 -0.019
0.013 0.034 -0.023
0.031 0.017 -0.064
-0.039 0.001 -0.062
-0.040 -0.052 0.061
-0.147 0.018 0.161
-0.151 -0.142 -0.782
-0.023 0.037 0.072
0.031 -0.037 0.052
0.021 -0.029 -0.009
-0.051 -0.022 -0.002
0.016 0.023 0.020
-0.028 -0.047 -0.048
0.030 -0.122 0.204
-0.080 0.073 -0.016
0.023 0.055 0.015
-0.001 -0.006 -0.009
-0.003 0.054 0.026
0.055 -0.046 -0.057
0.042 0.011 0.000
0.013 -0.018 0.013
-0.018 -0.024 0.043
0.011 0.005 -0.002
-0.008 0.016 0.009
-0.023 -0.051 0.008
-0.002 -0.006 0.032
-0.044 0.025 -0.014
0.040 0.044 0.016
-0.002 -0.042 -0.004
0.000 0.026 0.004
0.016 0.035 0.021
0.030 0.022 0.011
-0.010 0.003 -0.008
0.008 0.148 -0.003
1.436 -0.377 -0.203
-0.101 0.082 0.159
1.009 -0.850 -0.060
0.887 -0.143 -0.173
0.738 0.452 -0.555
-0.446 0.402 0.458
0.155 -0.120 0.138
-0.260 0.124 -0.008
-0.027 0.091 0.027
-0.038 -0.005 -0.071
0.064 -0.111 0.020
-0.151 -0.045 -0.140
0.458 -0.500 0.085
0.026 0.115 -0.225
-0.046 -0.008 -0.109
0.003 -0.084 0.015
0.015 0.019 0.091
-0.109 0.191 -0.030
-0.298 -0.290 -0.231
0.034 0.186 -0.115
0.135 -0.035 -0.001
0.020 -0.018 -0.050
-0.060 -0.083 0.057
-0.150 0.248 0.226
0.029 0.058 -0.012
0.058 -0.044 -0.087
0.003 -0.019 -0.033
0.034 -0.006 0.042
-0.040 -0.022 0.014
0.021 0.000 0.026
-0.006 0.017 -0.008
-0.019 0.033 0.058
0.076 0.020 0.003
0.056 -0.014 -0.005
-0.023 -0.061 0.003
-0.101 0.047 0.058
-0.016 0.035 0.036
0.032 -0.007 0.017
-0.040 -0.001 0.014
0.055 0.008 -0.027
-0.037 0.033 0.000
0.038 -0.009 -0.019
-0.004 -0.065 0.007
-0.029 0.027 0.075
0.024 0.048 -0.009
0.017 -0.046 0.006
-0.040 -0.031 -0.023
-0.021 0.006 0.029
-0.023 0.032 -0.009
0.002 -0.006 0.009
-0.009 -0.021 0.004
0.059 0.026 0.027
0.075 0.031 0.026
-0.001 -0.114 -0.035

Calculated values
* LUMO: 0.00 eV
* spin multiplicity: 1
* electronic energy: -117349.53218 eV
* E_HOMO: -8.04 eV
* energy above the lowest of the compared OMol25 structures with the same formula, charge and spin: 24.21 kcal/mol
* orbital gap: 8.05 eV

Atom charges from the Löwdin analysis, given in e for atoms 1 to 99:
1 Ti 0.953
2 C -0.056
3 C -0.368
4 C -0.085
5 C -0.217
6 C -0.039
7 C -0.048
8 C -0.291
9 C -0.031
10 C -0.040
11 C -0.047
12 H 0.080
13 H 0.088
14 H 0.075
15 H 0.115
16 H 0.086
17 H 0.087
18 H 0.043
19 H 0.093
20 H 0.122
21 H 0.078
22 H 0.081
23 H 0.078
24 H 0.105
25 H 0.127
26 O 0.093
27 C -0.520
28 O -0.236
29 C -0.119
30 C -0.016
31 C -0.065
32 C -0.062
33 C -0.086
34 C -0.267
35 P 1.153
36 C -0.369
37 C -0.102
38 C -0.076
39 C -0.088
40 C -0.076
41 C -0.080
42 C -0.353
43 C -0.123
44 C -0.083
45 C -0.090
46 C -0.082
47 C -0.082
48 H 0.118
49 H 0.106
50 H 0.108
51 H 0.113
52 H 0.108
53 H 0.103
54 H 0.100
55 H 0.103
56 H 0.094
57 H 0.098
58 H 0.106
59 H 0.102
60 H 0.103
61 H 0.099
62 O -0.285
63 S 0.369
64 O -0.247
65 O -0.383
66 O -0.455
67 N -0.198
68 P 0.653
69 N -0.196
70 C -0.189
71 C -0.178
72 C -0.196
73 C -0.180
74 C -0.216
75 N -0.176
76 C -0.187
77 C -0.180
78 C -0.187
79 C -0.165
80 C -0.202
81 N -0.200
82 C -0.191
83 C -0.155
84 C -0.201
85 C -0.158
86 C -0.177
87 H 0.117
88 H 0.101
89 H 0.116
90 H 0.088
91 H 0.114
92 H 0.109
93 H 0.114
94 H 0.102
95 H 0.114
96 H 0.107
97 H 0.112
98 H 0.096
99 H 0.115

[2]
Entry from OMol25: an isolated molecule of C21H21FN4O2S3 (the ωB97M-V functional and the def2-TZVPD basis).

CARTESIAN COORDINATES (ANGSTROEM)
C: 1.269573 -0.981491 -1.811458
H: 1.878845 -0.656642 -2.651691
H: 0.906735 -0.094407 -1.296651
H: 1.903200 -1.542576 -1.127913
C: 0.115571 -1.861534 -2.296599
C: -0.714902 -2.379276 -1.153355
C: -0.437681 -3.620854 -0.599689
C: -1.196925 -4.132342 0.437560
C: -2.265923 -3.404633 0.929467
C: -2.553318 -2.158136 0.404740
C: -1.774412 -1.637422 -0.621292
N: -2.005339 -0.333176 -1.106286
C: -3.179501 0.329354 -1.141874
O: -4.272649 -0.129626 -0.893646
C: -2.981367 1.827945 -1.434396
N: -2.648381 2.444218 -0.157698
C: -1.355465 2.476695 0.205932
O: -0.460832 2.076720 -0.527343
C: -1.037938 2.992119 1.596111
H: -1.645932 3.840451 1.898420
H: 0.022966 3.222949 1.668814
S: -1.388042 1.638312 2.784594
C: -0.110001 0.557643 2.336263
N: 0.961828 0.949865 1.763574
N: 1.811847 -0.051781 1.500932
C: 1.411498 -1.303837 1.857146
S: 2.176655 -2.718057 1.596370
S: -0.182903 -1.170194 2.636773
C: 3.000638 0.305420 0.831448
C: 4.200442 -0.357714 1.058208
C: 5.339739 0.046064 0.387132
C: 5.263693 1.113273 -0.489386
C: 4.079267 1.795204 -0.710427
C: 2.941447 1.387850 -0.044249
H: 2.000858 1.892596 -0.201419
H: 4.056229 2.625733 -1.397368
F: 6.375039 1.505366 -1.141715
H: 6.280964 -0.455672 0.543323
H: 4.249669 -1.181584 1.749578
C: -3.771367 2.785367 0.687301
H: -4.040949 3.837816 0.563986
H: -3.561688 2.585872 1.735918
H: -4.619151 2.166299 0.396949
H: -3.904978 2.263622 -1.814659
H: -2.164348 2.002346 -2.136354
H: -1.176815 0.185385 -1.371276
H: -3.378757 -1.581224 0.789357
H: -2.870788 -3.798026 1.732335
H: -0.955013 -5.097119 0.856340
H: 0.389950 -4.194443 -0.990752
H: -0.512682 -1.299785 -2.992420
H: 0.531401 -2.712942 -2.838663

Atomic forces in eV per Å
-0.096 -0.137 -0.192
0.096 0.105 -0.059
-0.001 0.134 0.108
0.068 0.000 0.105
0.134 0.073 0.128
-0.116 0.021 -0.166
-0.110 0.046 0.060
0.019 -0.093 0.023
-0.012 0.013 -0.060
-0.100 0.025 -0.035
-0.091 -0.342 0.179
0.566 -0.242 -0.187
-0.017 0.713 -0.392
-0.284 -0.150 0.133
0.056 -0.297 -0.092
-0.211 -0.008 -0.307
0.214 0.251 0.189
0.212 0.055 -0.220
0.122 -0.451 0.128
-0.002 -0.006 0.065
-0.123 0.084 -0.101
-0.303 0.415 0.157
0.359 -0.651 -0.004
-0.557 0.992 0.327
-0.337 -0.879 0.377
-0.333 -0.033 0.183
0.103 -0.614 0.107
0.756 0.559 -0.448
0.614 0.304 -0.383
-0.172 0.085 0.061
0.087 0.250 -0.231
-0.151 -0.091 0.125
0.269 -0.081 -0.008
0.018 -0.198 0.081
-0.091 0.043 -0.023
0.015 0.085 -0.077
-0.021 -0.009 0.005
0.109 -0.032 0.007
-0.003 0.006 0.014
-0.207 0.253 0.204
-0.062 -0.015 0.050
-0.073 -0.002 -0.066
0.029 0.003 0.071
0.059 -0.115 0.035
-0.119 0.007 0.055
-0.211 0.116 0.108
-0.065 0.050 0.013
-0.067 -0.042 0.074
0.022 -0.095 0.038
0.095 -0.045 -0.055
0.002 -0.080 -0.055
-0.088 0.019 -0.045

Calculated values
* LUMO: 0.21 eV
* spin multiplicity: 1
* electronic energy: -67397.27809 eV
* E_HOMO: -7.93 eV
* structure (SMILES): CCc1ccccc1NC(=O)CN(C)C(=O)CSc1nn(-c2ccc(F)cc2)c(=S)s1
* orbital gap: 8.14 eV

Okay, here come the Löwdin numbers, in e, for every atom:
1 C -0.078
2 H 0.081
3 H 0.049
4 H 0.056
5 C -0.186
6 C -0.179
7 C -0.065
8 C -0.095
9 C -0.105
10 C -0.048
11 C -0.181
12 N 0.155
13 C -0.448
14 O 0.077
15 C -0.043
16 N -0.091
17 C -0.527
18 O 0.025
19 C -0.323
20 H 0.085
21 H 0.086
22 S 0.954
23 C -0.917
24 N 0.031
25 N -0.134
26 C -1.040
27 S 0.664
28 S 1.026
29 C -0.221
30 C -0.036
31 C 0.005
32 C -0.275
33 C 0.007
34 C -0.013
35 H 0.096
36 H 0.120
37 F 0.060
38 H 0.120
39 H 0.067
40 C -0.036
41 H 0.101
42 H 0.050
43 H 0.097
44 H 0.135
45 H 0.129
46 H 0.109
47 H 0.110
48 H 0.105
49 H 0.104
50 H 0.114
51 H 0.111
52 H 0.113

[3]
Entry from OMol25: an isolated molecule of C6H15NO (the ωB97M-V functional and the def2-TZVPD basis).

CARTESIAN COORDINATES (ANGSTROEM)
C: -0.407808 0.320939 -0.445468
C: 0.802795 -0.034803 0.503098
C: 0.410907 -0.576746 1.899577
C: -1.763050 -0.213296 0.061297
C: -0.223687 -0.199801 -1.888676
C: -0.512828 1.861033 -0.530306
N: 1.793044 -0.986343 -0.052520
O: 1.599436 -0.843943 2.649884
H: 2.240290 -1.145789 1.972671
H: 1.385326 0.878125 0.685774
H: 2.213081 -0.580005 -0.889422
H: 1.320083 -1.837608 -0.355695
H: -0.184800 0.146781 2.461932
H: -0.140733 -1.519915 1.826499
H: -1.346193 2.170627 -1.171541
H: -2.027866 0.211387 1.035709
H: -1.756708 -1.304772 0.146697
H: -2.574229 0.054752 -0.626569
H: 0.695715 0.182522 -2.344360
H: -0.198158 -1.294974 -1.917444
H: -1.055631 0.114507 -2.530412
H: -0.671430 2.302639 0.459614
H: 0.402445 2.294684 -0.950339

Atomic forces in eV per Å
-0.460 0.518 -0.303
-0.031 -0.322 -0.062
0.795 -0.114 -0.096
0.085 -0.050 0.123
0.142 -0.106 0.217
0.047 -0.090 0.061
-0.327 0.112 -0.179
-0.024 0.176 -0.502
-0.272 0.137 0.371
-0.207 -0.061 -0.031
-0.031 -0.226 0.353
0.139 0.135 0.075
0.051 -0.073 -0.101
-0.258 0.121 -0.207
0.070 -0.110 0.097
0.078 -0.120 -0.091
-0.027 0.099 0.026
0.232 -0.001 0.009
-0.079 -0.067 0.031
0.040 0.135 -0.046
0.082 0.043 0.247
0.036 -0.057 -0.071
-0.080 -0.079 0.077

Calculated values
* LUMO: 0.71 eV
* spin multiplicity: 1
* electronic energy: -10002.82082 eV
* E_HOMO: -9.68 eV
* energy above the lowest of the compared OMol25 structures with the same formula, charge and spin: 21.59 kcal/mol
* structure (SMILES): CC(C)(C)[C@H](N)CO
* orbital gap: 10.39 eV

Okay, here come the Löwdin numbers, in e, for every atom:
1 C -0.541
2 C -0.311
3 C -0.227
4 C -0.071
5 C -0.074
6 C -0.067
7 N 0.034
8 O -0.091
9 H 0.067
10 H 0.140
11 H 0.079
12 H 0.084
13 H 0.120
14 H 0.113
15 H 0.083
16 H 0.081
17 H 0.083
18 H 0.085
19 H 0.079
20 H 0.078
21 H 0.086
22 H 0.086
23 H 0.084

[4]
Entry from OMol25: an isolated molecule of CH2F2N2O (the ωB97M-V functional and the def2-TZVPD basis).

CARTESIAN COORDINATES (ANGSTROEM)
C: 1.224681 0.826746 0.165484
N: 0.044210 0.258654 0.102708
N: 2.391681 -0.220807 0.459574
O: 1.412870 1.954770 -0.072334
F: 2.116367 -1.476724 -0.125174
F: 3.500722 0.216198 -0.202643
H: -0.193532 -0.546353 0.728989
H: -0.742956 0.757689 -0.203264

Atomic forces in eV per Å
1.249 -1.840 -1.045
-1.392 -4.029 2.073
-0.888 0.556 0.864
1.662 2.054 -0.149
-0.218 1.111 -0.028
-0.311 0.102 -0.232
0.608 0.924 -1.240
-0.710 1.121 -0.243

Calculated values
* LUMO: 0.65 eV
* spin multiplicity: 1
* electronic energy: -11528.24971 eV
* E_HOMO: -10.53 eV
* energy above the lowest of the compared OMol25 structures with the same formula, charge and spin: 40.95 kcal/mol
* structure (SMILES): NC(=O)N(F)F
* orbital gap: 11.19 eV

Okay, here come the Löwdin numbers, in e, for every atom:
1 C -0.529
2 N 0.177
3 N -0.008
4 O 0.146
5 F -0.036
6 F 0.003
7 H 0.145
8 H 0.103